Computed, not measured: a structure of composition C33H33N3O2S2Sn, with wB97M-V/def2-TZVPD.

The geometry in XYZ format:
```
74
Properties=species:S:1:pos:R:3:forces:R:3:lowdin_charge:R:1
Sn 0.000 0.000 0.000 -1.096 1.718 -0.540 0.8924
S 2.239 -0.073 -0.837 -0.487 -0.409 0.781 0.7174
S -1.059 -1.981 -0.839 0.544 0.211 0.437 0.7218
O 0.000 0.000 1.969 1.324 0.150 0.107 -0.1698
O -2.253 -0.222 2.102 3.054 -0.036 0.079 0.0129
N -2.944 -1.780 4.159 1.446 -0.730 -1.920 0.1941
N 1.646 -0.144 -3.488 -0.249 -0.729 2.816 -0.1119
N -0.263 -2.320 -3.407 0.096 1.498 3.370 -0.1062
C 3.890 -0.486 -4.508 0.264 -0.416 -0.428 -0.2214
C 5.208 -1.152 -6.441 -0.023 -0.055 0.241 -0.0579
C 1.288 -0.593 -2.182 -2.340 -1.860 -4.356 -0.6512
C 0.823 -0.541 -4.617 -0.035 0.050 0.058 -0.1101
C -1.235 -4.478 -4.215 0.171 -0.523 -0.354 -0.2282
C -2.049 -5.319 3.087 -0.154 0.696 0.168 -0.1862
C -0.854 -7.114 -5.092 -0.049 0.139 -0.007 -0.0658
C -0.548 -5.401 -3.415 -0.111 -0.058 -0.258 -0.0412
C -4.231 -3.606 3.339 -0.880 -0.416 -0.714 0.0213
C -4.416 -4.872 2.797 -0.221 1.076 0.351 -0.0292
C 5.625 -2.301 -5.773 -0.070 0.179 -0.078 -0.0659
C 0.153 0.258 6.194 -0.132 -0.035 -0.199 -0.0245
C -1.086 -0.146 2.609 -4.290 -0.550 1.405 -0.5293
C -1.495 -3.077 -3.716 -0.389 0.084 -0.120 -0.1304
C -0.358 -6.712 -3.854 -0.081 0.249 -0.007 -0.0677
C -2.970 -3.163 3.789 -0.264 0.724 0.563 -0.1288
C 4.334 -1.640 -3.842 -0.017 0.085 -0.330 -0.0479
C -0.472 -3.616 4.093 0.061 -0.355 0.266 0.0005
C -1.542 -6.206 -5.895 0.056 0.014 0.224 -0.0595
C 0.002 -1.677 -2.158 2.703 0.472 -4.576 -0.5670
C 0.588 -2.032 -4.552 0.105 -0.123 -0.132 -0.1059
C -1.735 -4.895 -5.458 0.204 -0.028 0.253 -0.0355
C 5.190 -2.544 -4.474 -0.188 0.203 0.108 -0.0665
C 0.040 0.377 4.808 -0.400 -0.319 -0.221 0.0180
C -0.762 -0.519 6.901 -0.199 -0.068 -0.375 -0.0257
C -0.995 -0.269 4.110 0.632 0.522 0.031 -0.0701
C -1.858 -4.035 3.674 0.707 -1.320 0.120 -0.1086
C -1.787 -1.181 6.221 0.204 0.004 -0.107 0.0112
C 4.347 -0.249 -5.812 -0.071 -0.205 0.158 -0.0361
C -0.904 -6.272 2.860 0.068 0.032 -0.060 -0.0369
C 2.937 0.487 -3.838 0.313 0.105 -0.038 -0.1178
C -1.918 -1.058 4.830 0.322 -0.745 0.694 -0.1867
C -3.328 -5.722 2.668 0.309 0.210 0.132 0.0159
H 2.707 1.323 -4.511 0.023 -0.221 0.081 0.1379
H 1.304 -0.268 -5.562 0.134 -0.036 0.351 0.1428
H -0.465 -3.287 5.134 0.040 0.299 -0.218 0.0930
H -0.124 -5.795 2.257 0.030 -0.119 0.230 0.0914
H -0.169 -5.104 -2.439 -0.019 0.011 -0.110 0.1082
H 5.556 -0.958 -7.453 -0.085 0.002 0.185 0.1147
H 0.958 0.768 6.713 -0.132 -0.068 -0.063 0.1233
H -2.494 -1.798 6.767 0.039 0.076 -0.100 0.1326
H 0.254 -4.433 4.060 -0.325 0.022 -0.192 0.0829
H 6.294 -3.004 -6.263 -0.117 0.125 0.080 0.1142
H -2.288 -4.205 -6.091 0.091 -0.013 0.121 0.1161
H 3.444 0.930 -2.979 -0.422 -0.126 0.230 0.1035
H -5.076 -2.922 3.391 0.185 -0.092 0.099 0.1335
H 0.170 -7.422 -3.223 -0.077 0.125 -0.110 0.1096
H -0.712 -8.137 -5.429 -0.013 0.178 0.048 0.1138
H -0.675 -0.618 7.978 -0.053 0.006 -0.141 0.1242
H 4.035 0.642 -6.353 0.000 -0.095 0.137 0.1170
H 1.518 -2.595 -4.429 0.063 0.236 -0.240 0.1459
H 0.761 0.971 4.248 -0.165 -0.154 0.134 0.1293
H -0.488 -6.602 3.816 0.128 0.062 -0.174 0.1007
H -3.475 -6.697 2.211 0.148 0.095 0.126 0.1311
H 0.106 -2.363 -5.478 -0.080 -0.141 0.352 0.1447
H 5.518 -3.438 -3.948 -0.051 0.187 -0.075 0.1116
H -0.090 -2.836 3.429 0.020 0.167 0.199 0.0936
H -2.030 -2.492 -4.477 0.092 -0.157 0.016 0.1388
H -3.047 -1.274 3.246 -1.153 0.340 0.540 0.1300
H -5.397 -5.173 2.445 0.103 0.054 0.127 0.1242
H -0.120 0.014 -4.551 -0.036 -0.200 -0.139 0.1486
H -2.186 -3.150 -2.875 0.374 0.313 0.276 0.0967
H -1.937 -6.522 -6.857 0.071 0.087 0.169 0.1148
H 4.012 -1.849 -2.825 -0.020 0.059 -0.017 0.1013
H -1.224 -7.166 2.314 -0.066 0.243 0.171 0.0884
H -0.825 1.430 -0.584 0.437 -0.707 0.363 0.0259
```
Forces are in eV/Å.

Summary:
* LUMO level (alpha / beta): -0.2452 / -0.3162 Ha
* max |F|: 0.1038 hartree/bohr
* net charge: +2
* total energy: -70807.625 eV

Computed, not measured: a structure of composition Ag2Be2Cl4I2, with wB97M-V/def2-TZVPD.

The geometry in XYZ format:
```
10
Properties=species:S:1:pos:R:3:forces:R:3:lowdin_charge:R:1
I 2.417 0.305 -1.549 0.093 -0.631 -1.317 -0.0686
I 0.322 -0.865 0.927 -0.353 -0.823 0.054 0.2948
Ag 3.204 -2.259 -2.534 -0.523 1.037 0.375 0.5104
Ag -2.101 -0.240 2.894 0.545 -0.031 0.473 0.3771
Cl -3.313 -0.405 0.972 -0.867 -0.221 -0.853 -0.3761
Cl 2.440 2.111 1.724 -1.825 -0.186 -0.533 -0.0276
Cl -1.721 -2.088 -2.800 1.181 2.250 1.463 -0.4103
Cl -1.150 1.957 0.582 -0.197 1.113 -0.976 0.0957
Be -0.719 -0.100 -1.259 -0.083 -2.308 0.551 0.2458
Be 0.621 1.585 1.044 2.031 -0.198 0.763 -0.6411
```
Forces are in eV/Å.

Summary:
* LUMO level: -0.0945 Ha
* max |F|: 0.0570 hartree/bohr
* total energy: -75095.983 eV

> Number 2 is which compound?

Ag2Be2Cl4I2